ORCA calculation (wB97M-V/def2-TZVPD) on 6 unconnected molecules or ions with the total composition C36H33B3O16 at a distorted geometry.

## Properties
HOMO level = -10.120 eV
SMILES = CCOCB1OBOB(CCOC=O)O1.O=C1C=CC(=O)C=C1.O=C1C=CC(=O)C=C1.O=C1C=CC(=O)C=C1.O=C1C=CC(=O)C=C1.O=C1C=CC(=O)C=C1
Spin multiplicity = 1
DFT total energy = -2670.0838 Eh
Gap between HOMO and LUMO = 8.338 eV

CARTESIAN COORDINATES (ANGSTROEM)
C: 0.041 -6.057 -0.786
C: -0.348 -4.592 -0.689
O: 0.771 -3.812 -1.064
C: 0.430 -2.503 -1.506
B: -0.594 -1.795 -0.529
O: -0.222 -1.417 0.747
B: -1.154 -1.761 1.722
O: -2.494 -1.790 1.403
B: -2.803 -2.070 0.083
C: -4.070 -2.883 -0.335
C: -4.178 -3.056 -1.833
O: -5.273 -3.945 -2.115
C: -5.438 -4.171 -3.437
O: -6.223 -3.581 -4.118
O: -1.924 -1.601 -0.890
H: -0.760 -6.695 -0.423
H: 0.247 -6.280 -1.832
H: 0.961 -6.201 -0.234
H: -1.203 -4.399 -1.345
H: -0.617 -4.381 0.356
H: 0.089 -2.497 -2.546
H: 1.357 -1.925 -1.487
H: -0.763 -2.045 2.797
H: -4.977 -2.383 0.012
H: -4.082 -3.865 0.143
H: -4.384 -2.090 -2.297
H: -3.257 -3.435 -2.280
H: -4.814 -4.970 -3.860
C: 2.168 -0.037 4.252
C: 3.427 0.390 4.187
C: 4.566 -0.520 4.458
O: 5.713 -0.132 4.402
C: 4.250 -1.932 4.800
C: 2.993 -2.362 4.863
C: 1.855 -1.446 4.596
O: 0.707 -1.834 4.642
H: 1.324 0.609 4.053
H: 3.680 1.413 3.936
H: 5.097 -2.578 4.991
H: 2.739 -3.386 5.108
C: 1.944 4.715 0.943
C: 1.648 4.118 2.093
C: 0.845 2.872 2.126
O: 0.570 2.325 3.174
C: 0.384 2.315 0.829
C: 0.677 2.916 -0.320
C: 1.483 4.162 -0.352
O: 1.751 4.710 -1.401
H: 2.525 5.628 0.897
H: 1.970 4.514 3.048
H: -0.200 1.403 0.879
H: 0.349 2.532 -1.278
C: -1.825 7.605 1.731
C: -0.571 7.278 2.024
C: -0.070 7.322 3.421
O: 1.073 7.016 3.692
C: -1.022 7.745 4.478
C: -2.276 8.075 4.185
C: -2.778 8.030 2.787
O: -3.922 8.326 2.520
H: -2.211 7.571 0.721
H: 0.135 6.960 1.268
H: -0.635 7.766 5.489
H: -2.988 8.386 4.939
C: 3.093 -7.539 -2.875
C: 3.726 -7.900 -3.988
C: 4.250 -9.278 -4.166
O: 4.828 -9.606 -5.178
C: 4.040 -10.240 -3.052
C: 3.408 -9.880 -1.939
C: 2.883 -8.502 -1.764
O: 2.304 -8.171 -0.752
H: 2.706 -6.539 -2.722
H: 3.891 -7.217 -4.812
H: 4.431 -11.238 -3.204
H: 3.244 -10.562 -1.115
C: -0.637 6.019 -3.107
C: -0.849 6.486 -4.335
C: -2.103 7.201 -4.682
O: -2.299 7.625 -5.799
C: -3.112 7.378 -3.605
C: -2.901 6.913 -2.377
C: -1.646 6.199 -2.035
O: -1.450 5.781 -0.910
H: 0.267 5.493 -2.827
H: -0.127 6.370 -5.133
H: -4.018 7.903 -3.881
H: -3.622 7.031 -1.578

Charges per atom according to Mulliken partitioning, unit e:
1 C -1.46
2 C 0.54
3 O -0.44
4 C -0.32
5 B 0.53
6 O -0.44
7 B 0.97
8 O -0.48
9 B 0.19
10 C -0.71
11 C -0.25
12 O -0.32
13 C 0.13
14 O -0.46
15 O -0.47
16 H 0.42
17 H 0.25
18 H 0.35
19 H 0.00
20 H 0.02
21 H 0.24
22 H 0.24
23 H -0.16
24 H 0.39
25 H 0.36
26 H 0.29
27 H 0.25
28 H 0.40
29 C -0.35
30 C -0.31
31 C 0.34
32 O -0.55
33 C -0.43
34 C -0.46
35 C 0.33
36 O -0.58
37 H 0.74
38 H 0.48
39 H 0.41
40 H 0.43
41 C -0.56
42 C -0.36
43 C 0.18
44 O -0.63
45 C -0.31
46 C -0.22
47 C 0.47
48 O -0.64
49 H 0.41
50 H 0.55
51 H 0.48
52 H 0.50
53 C -0.11
54 C -0.21
55 C 0.43
56 O -0.56
57 C -0.47
58 C -0.37
59 C 0.29
60 O -0.55
61 H 0.36
62 H 0.34
63 H 0.42
64 H 0.41
65 C -0.19
66 C -0.41
67 C 0.32
68 O -0.54
69 C -0.42
70 C -0.36
71 C 0.39
72 O -0.51
73 H 0.48
74 H 0.42
75 H 0.40
76 H 0.42
77 C -0.20
78 C -0.50
79 C 0.28
80 O -0.54
81 C -0.43
82 C -0.31
83 C 0.47
84 O -0.46
85 H 0.45
86 H 0.44
87 H 0.42
88 H 0.44

ORCA calculation (wB97M-V/def2-TZVPD) on a molecular structure, C36H33BrGdN9O8Si.

## Properties
Energy relative to the best compared isomer or geometry (same formula, charge and spin) = 5.80 kcal/mol
HOMO level (spin up / spin down) = -2.861 / -3.048 eV
<S²> = 15.919
Spin multiplicity = 8
Charge = -2
DFT total energy = -6116.0127 Eh
Gap between HOMO and LUMO (spin up / spin down) = 6.620 / 6.807 eV

CARTESIAN COORDINATES (ANGSTROEM)
Gd: 0.364 -0.523 0.046
O: 4.405 -0.022 -4.653
C: 3.681 -0.455 -3.575
C: 4.041 -0.101 -2.280
C: 3.244 -0.550 -1.250
N: 2.163 -1.293 -1.472
C: 1.839 -1.656 -2.711
C: 2.584 -1.271 -3.806
C: 0.567 -2.504 -2.812
O: 0.376 -3.118 -3.863
O: -0.163 -2.468 -1.771
C: 3.562 -0.306 0.226
O: 4.695 0.087 0.514
O: 2.616 -0.617 1.017
H: 5.032 0.638 -4.338
H: 4.906 0.510 -2.055
H: 2.280 -1.565 -4.800
N: -2.228 2.136 -0.704
C: -2.003 2.390 0.586
N: -2.615 3.457 1.129
C: -2.319 3.658 2.402
N: -2.926 4.719 3.024
N: -1.457 2.952 3.139
C: -0.920 1.916 2.490
N: -1.193 1.543 1.256
C: 0.141 1.166 3.237
C: 0.864 1.827 4.219
C: 1.873 1.136 4.867
C: 2.099 -0.185 4.531
C: 1.322 -0.758 3.537
N: 0.363 -0.102 2.890
H: -2.695 2.858 -1.224
H: -1.616 1.481 -1.204
H: -3.746 5.078 2.568
H: -2.912 4.699 4.028
H: 0.636 2.860 4.438
H: 2.482 1.630 5.615
H: 2.886 -0.764 4.995
H: 1.486 -1.783 3.241
N: 1.060 -3.183 0.648
C: 0.673 -3.721 1.862
C: 1.634 -4.258 2.724
C: 1.287 -4.721 3.983
C: -0.035 -4.664 4.401
C: -0.990 -4.138 3.537
C: -0.671 -3.660 2.270
C: -1.746 -3.097 1.395
C: -2.900 -3.871 1.228
C: -3.977 -3.407 0.487
C: -3.915 -2.134 -0.064
C: -2.771 -1.370 0.125
C: -1.650 -1.825 0.815
H: 2.024 -3.317 0.389
H: 0.419 -3.257 -0.143
H: 2.667 -4.288 2.393
H: 2.054 -5.122 4.636
H: -0.321 -5.012 5.386
H: -2.023 -4.066 3.857
H: -2.934 -4.863 1.669
H: -4.846 -4.035 0.331
H: -4.737 -1.746 -0.656
H: -2.764 -0.374 -0.312
Br: -4.854 1.654 -6.430
C: -3.919 0.590 -5.155
C: -4.519 -0.553 -4.660
N: -3.921 -1.341 -3.767
C: -2.709 -0.984 -3.331
C: -2.042 0.154 -3.785
C: -2.654 0.953 -4.733
C: -0.672 0.523 -3.251
O: 0.171 0.938 -4.037
O: -0.546 0.324 -1.995
H: -5.508 -0.843 -4.996
H: -2.228 -1.627 -2.601
H: -2.142 1.822 -5.124
C: 3.457 3.220 -1.179
Si: 1.704 3.122 -0.496
C: 1.679 4.229 1.039
C: 0.614 3.997 -1.768
O: 1.217 1.648 -0.175
H: 3.812 4.258 -1.182
H: 3.475 2.849 -2.209
H: 4.147 2.612 -0.585
H: 1.992 5.254 0.808
H: 2.346 3.830 1.811
H: 0.668 4.275 1.463
H: 1.132 4.863 -2.199
H: -0.321 4.353 -1.323
H: 0.370 3.305 -2.581

Charges per atom according to Mulliken partitioning, unit e:
1 Gd -1.67
2 O -0.61
3 C 1.24
4 C -0.63
5 C 0.30
6 N 0.42
7 C 0.26
8 C -1.08
9 C 0.27
10 O -0.87
11 O -0.64
12 C 0.11
13 O -0.86
14 O -0.09
15 H 0.30
16 H 0.42
17 H 0.49
18 N 0.25
19 C 0.22
20 N -0.79
21 C 0.28
22 N -0.46
23 N -0.73
24 C -0.14
25 N 0.51
26 C 0.88
27 C -0.82
28 C -0.49
29 C -0.97
30 C 0.25
31 N 0.26
32 H 0.36
33 H -0.41
34 H 0.26
35 H 0.25
36 H 0.45
37 H 0.37
38 H 0.45
39 H 0.18
40 N -0.09
41 C -0.29
42 C -0.30
43 C -0.71
44 C -0.78
45 C -0.75
46 C 1.21
47 C 0.49
48 C -0.53
49 C -0.98
50 C -0.84
51 C -0.37
52 C 0.84
53 H 0.20
54 H 0.23
55 H 0.39
56 H 0.37
57 H 0.37
58 H 0.46
59 H 0.45
60 H 0.31
61 H 0.35
62 H 0.41
63 Br -0.26
64 C 0.01
65 C -0.33
66 N -0.65
67 C -0.69
68 C 0.68
69 C -0.80
70 C -0.01
71 O -0.75
72 O 1.20
73 H 0.37
74 H 0.95
75 H 0.54
76 C -1.26
77 Si 0.42
78 C -1.11
79 C -1.08
80 O 0.14
81 H 0.45
82 H 0.19
83 H 0.31
84 H 0.44
85 H 0.22
86 H 0.18
87 H 0.47
88 H 0.26
89 H 0.15